Entry 1:
Computed, not measured: 2 unconnected molecules or ions with the total composition C3H6FI at a distorted geometry, with ωB97M-V with the def2-TZVPD basis set.

HOMO level in eV: -9.1
E_LUMO in eV: -1.874
Energy above the lowest of the compared OMol25 structures with the same formula, charge and spin in kcal per mole: 76.5
Total charge: 0

Element x y z (Å)
1 I 2.414 0.483 0.086
2 F 0.721 -2.057 0.348
3 C -0.303 0.284 1.301
4 C 0.395 0.403 -0.069
5 C -0.303 0.067 -1.339
6 H 0.239 -0.051 -2.241
7 H 0.095 -0.728 1.594
8 H -1.017 0.989 -1.608
9 H -1.360 0.240 1.140
10 H -0.859 -0.803 -1.128
11 H -0.022 1.173 1.915

Results of the Mulliken charge analysis, in e, for atoms 1 through 8: number 1, I, carries 0.35; number 2, F, carries -0.74; number 3, C, carries -1.11; number 4, C, carries 0.39; number 5, C, carries -1.03; number 6, H, carries 0.42; number 7, H, carries 0.43; number 8, H, carries 0.29



Entry 2:
Computed, not measured: 3 unconnected molecules or ions with the total composition C23H43N3O4 at a distorted geometry, with ωB97M-V with the def2-TZVPD basis set.

SMILES: CCOCC[C@H](COCOC[C@@H](C)C(C)C)OCCN.c1cc[nH]c1.c1cc[nH]c1
HOMO level in eV: -8.0
E_LUMO in eV: 0.680
Energy above the lowest of the compared OMol25 structures with the same formula, charge and spin in kcal per mole: 22.4
Total charge: 0

Element x y z (Å)
1 O -0.805 2.738 2.939
2 O -0.797 -1.807 -2.884
3 O -3.991 1.820 0.388
4 O -2.327 -0.430 -1.818
5 N 4.520 0.195 0.835
6 N -4.651 0.844 3.001
7 N 2.390 3.152 3.332
8 C 0.894 -4.379 -4.127
9 C -5.272 0.182 1.836
10 C 0.046 -4.713 -5.407
11 C 4.578 -1.792 -0.135
12 C 4.419 -1.148 1.064
13 C 0.192 -5.031 -2.879
14 C -1.350 -0.504 -2.827
15 C 4.746 0.418 -0.493
16 C 3.462 3.061 4.178
17 C 4.788 -0.798 -1.123
18 C -2.794 1.124 0.091
19 C 1.197 -2.858 -3.972
20 C 1.989 -2.634 -2.635
21 C -5.107 0.951 0.477
22 C -1.811 2.012 2.222
23 C 4.198 3.218 2.063
24 C -0.052 -1.939 -4.093
25 C -1.128 2.579 4.316
26 C -2.197 3.604 4.830
27 C -2.627 0.917 -1.465
28 C 2.827 3.248 2.047
29 C -1.615 1.986 0.683
30 C 4.605 3.096 3.416
31 H 4.234 -1.528 2.055
32 H -2.755 0.103 0.539
33 H 1.871 -4.889 -4.266
34 H 0.339 -4.095 -6.279
35 H -3.604 1.169 -1.939
36 H 4.836 3.273 1.195
37 H 5.615 3.037 3.789
38 H 4.851 1.420 -0.876
39 H -1.853 -0.342 -3.814
40 H 0.246 -5.770 -5.669
41 H 4.542 -2.859 -0.285
42 H 0.073 -4.350 -2.020
43 H -6.366 0.124 2.031
44 H 4.944 -0.955 -2.178
45 H -5.143 0.205 -0.347
46 H -1.979 3.861 5.886
47 H -4.892 -0.858 1.780
48 H 2.561 -3.563 -2.436
49 H 1.897 -2.571 -4.785
50 H 2.718 -1.824 -2.799
51 H -2.775 2.525 2.418
52 H -1.889 1.648 -1.852
53 H -2.241 4.535 4.241
54 H -6.003 1.591 0.348
55 H -1.042 -4.639 -5.202
56 H -5.290 0.946 3.773
57 H -1.642 2.984 0.208
58 H 0.310 -0.921 -4.381
59 H -0.540 0.251 -2.727
60 H 2.128 3.326 1.231
61 H 1.424 3.148 3.613
62 H -0.717 -2.253 -4.930
63 H -0.228 2.702 4.960
64 H -3.846 0.290 3.255
65 H -1.513 1.562 4.544
66 H 1.315 -2.428 -1.783
67 H -0.777 -5.465 -3.198
68 H -1.871 0.949 2.552
69 H -3.175 3.081 4.848
70 H 0.831 -5.872 -2.543
71 H -0.677 1.458 0.405
72 H 3.322 2.972 5.243
73 H 4.437 0.910 1.537

Results of the Mulliken charge analysis, in e, for atoms 1 through 8: number 1, O, carries -0.35; number 2, O, carries -0.39; number 3, O, carries -0.46; number 4, O, carries -0.28; number 5, N, carries 0.16; number 6, N, carries -0.35; number 7, N, carries 0.19; number 8, C, carries 0.30



Entry 3:
Computed, not measured: C4H5NO2 in the gas phase, with ωB97M-V with the def2-TZVPD basis set.

SMILES: O=C[C@H]1CN1C=O
HOMO level in eV: -10.2
E_LUMO in eV: 0.635
Energy above the lowest of the compared OMol25 structures with the same formula, charge and spin in kcal per mole: 44.8
Total charge: 0

Element x y z (Å)
1 O 1.828 0.297 -1.431
2 O -2.293 1.407 0.028
3 N 0.849 -0.157 0.621
4 C -0.611 -0.124 0.732
5 C -1.363 0.699 -0.267
6 C 1.503 0.653 -0.326
7 C 0.122 -1.314 0.194
8 H 1.748 1.647 0.084
9 H -1.023 -0.120 1.738
10 H 0.238 -2.190 0.826
11 H -1.006 0.606 -1.316
12 H 0.077 -1.502 -0.878

Results of the Mulliken charge analysis, in e, for atoms 1 through 8: number 1, O, carries -0.47; number 2, O, carries -0.46; number 3, N, carries -0.20; number 4, C, carries 0.07; number 5, C, carries -0.14; number 6, C, carries 0.08; number 7, C, carries -0.42; number 8, H, carries 0.37



Entry 4:
Computed, not measured: a molecular structure, C27H29N6O4PRuS at a distorted geometry, with ωB97M-V with the def2-TZVPD basis set.

HOMO level (spin up / spin down) in eV: -10.3 / -10.3
E_LUMO (spin up / spin down) in eV: -3.191 / -4.021
Energy above the lowest of the compared OMol25 structures with the same formula, charge and spin in kcal per mole: 39.8
Spin multiplicity: 2
Total charge: +1

Element x y z (Å)
1 Ru -0.461 -0.359 -0.314
2 S 1.666 -2.085 0.932
3 P -1.834 1.342 -1.202
4 O 1.953 -0.004 -1.948
5 O 1.244 -2.602 -0.352
6 O -2.455 -2.018 -0.899
7 O 0.983 -2.560 2.102
8 N 0.643 -0.450 -1.953
9 N -0.243 0.724 1.767
10 N -1.396 -1.642 -1.420
11 N 7.468 -2.344 1.687
12 N 1.687 0.147 3.040
13 N 1.380 -0.440 0.750
14 C -4.870 -0.016 1.153
15 C 1.390 -1.967 -3.742
16 C 0.966 0.173 1.929
17 C -2.534 3.693 0.127
18 C 5.250 -2.632 2.561
19 C 0.095 4.379 0.725
20 C -2.263 4.852 0.841
21 C -3.653 0.463 0.703
22 C 5.577 -2.067 0.231
23 C -4.538 0.653 -1.520
24 C -0.890 -2.014 -2.571
25 C -0.951 5.192 1.142
26 C -3.477 0.813 -0.634
27 C 3.885 -2.598 2.378
28 C 4.215 -2.037 0.047
29 C -2.079 1.884 -2.903
30 C 1.115 0.689 4.104
31 C -1.492 2.861 -0.273
32 C -0.177 3.213 0.025
33 C -1.574 -3.013 -3.438
34 C -0.149 1.277 4.066
35 C -5.755 0.155 -1.073
36 C 6.118 -2.349 1.498
37 C 0.408 -1.423 -2.770
38 C -5.923 -0.178 0.261
39 C 3.364 -2.308 1.120
40 C -0.800 1.270 2.859
41 H -4.430 0.908 -2.566
42 H 2.293 -1.368 -3.778
43 H 7.862 -2.536 2.587
44 H 1.642 -2.981 -3.426
45 H -3.560 3.433 -0.108
46 H 6.244 -1.871 -0.601
47 H -2.652 -2.888 -3.358
48 H 3.799 -1.817 -0.929
49 H -2.888 2.613 -2.894
50 H -6.570 0.024 -1.773
51 H -0.597 1.720 4.943
52 H -6.870 -0.572 0.606
53 H -4.995 -0.276 2.196
54 H -1.340 -4.031 -3.117
55 H 0.638 2.570 -0.283
56 H 3.209 -2.800 3.198
57 H 5.660 -2.869 3.535
58 H -2.839 0.573 1.403
59 H -2.322 1.051 -3.561
60 H -1.166 2.357 -3.263
61 H -0.743 6.093 1.704
62 H 8.093 -2.122 0.937
63 H -3.077 5.490 1.161
64 H 1.118 4.650 0.949
65 H 1.680 0.645 5.029
66 H 0.954 -2.024 -4.740
67 H -1.274 -2.899 -4.478
68 H 2.013 0.525 -1.139
69 H -1.775 1.727 2.733

Results of the Mulliken charge analysis, in e, for atoms 1 through 8: number 1, Ru, carries -0.36; number 2, S, carries 1.44; number 3, P, carries 2.60; number 4, O, carries -0.59; number 5, O, carries -0.66; number 6, O, carries -0.73; number 7, O, carries -0.69; number 8, N, carries 0.73



Entry 5:
Computed, not measured: 2 unconnected molecules or ions with the total composition C10H16 at a distorted geometry, with ωB97M-V with the def2-TZVPD basis set.

HOMO level (spin up / spin down) in eV: 0.8 / -3.6
E_LUMO (spin up / spin down) in eV: 3.635 / 3.597
Energy above the lowest of the compared OMol25 structures with the same formula, charge and spin in kcal per mole: 24.8
Spin multiplicity: 2
Total charge: -1

Element x y z (Å)
1 C -1.511 0.063 -2.108
2 C 3.072 -0.960 0.656
3 C 0.010 2.857 -0.102
4 C -1.122 1.371 -1.725
5 C -0.747 1.592 -0.398
6 C -1.004 0.710 0.651
7 C -1.639 -0.488 0.258
8 C 1.372 -2.483 1.871
9 C 1.643 -1.216 1.060
10 C -1.761 -0.875 -1.104
11 H 2.013 -2.582 2.712
12 H 0.817 3.017 -0.801
13 H 0.386 -2.309 2.333
14 H -0.608 0.769 1.665
15 H 1.292 -0.276 1.675
16 H 0.996 -1.126 0.169
17 H 0.451 2.781 0.895
18 H -0.905 2.105 -2.504
19 H 1.244 -3.493 1.412
20 H 3.694 -0.386 1.405
21 H -1.846 -1.153 1.098
22 H 3.171 -0.375 -0.318
23 H -1.943 -0.265 -3.047
24 H -0.557 3.813 -0.035
25 H 3.613 -1.942 0.475
26 H -1.857 -1.886 -1.491

Results of the Mulliken charge analysis, in e, for atoms 1 through 8: number 1, C, carries -0.59; number 2, C, carries -1.17; number 3, C, carries -1.47; number 4, C, carries -0.70; number 5, C, carries 0.94; number 6, C, carries -0.89; number 7, C, carries -1.08; number 8, C, carries -1.24



Entry 6:
Computed, not measured: a gas-phase ion, C6H11O (charge -1) at a distorted geometry, with ωB97M-V with the def2-TZVPD basis set.

SMILES: C/C=C/CCC[O-]
HOMO level in eV: -2.1
E_LUMO in eV: 3.770
Energy above the lowest of the compared OMol25 structures with the same formula, charge and spin in kcal per mole: 43.6
Total charge: -1

Element x y z (Å)
1 O -0.041 0.482 3.107
2 C 0.336 -0.703 -1.371
3 C 0.732 0.546 0.858
4 C -0.404 0.244 -2.022
5 C 0.123 -0.351 2.025
6 C 1.341 -0.179 -0.374
7 C -1.877 -0.094 -2.193
8 H 0.155 -1.719 -1.680
9 H -0.050 1.206 -2.356
10 H -0.066 1.259 0.511
11 H -2.087 -1.163 -2.176
12 H -2.188 0.272 -3.196
13 H 0.886 -1.155 2.047
14 H -0.776 -0.702 1.477
15 H -2.599 0.354 -1.504
16 H 2.065 0.561 -0.814
17 H 1.357 1.265 1.395
18 H 2.148 -0.903 -0.158

Results of the Mulliken charge analysis, in e, for atoms 1 through 8: number 1, O, carries -0.90; number 2, C, carries -0.43; number 3, C, carries -0.72; number 4, C, carries -0.12; number 5, C, carries -0.30; number 6, C, carries -0.66; number 7, C, carries -1.14; number 8, H, carries 0.39



Entry 7:
Computed, not measured: a molecular structure, C6H28BF4O11Sn at a distorted geometry, with ωB97M-V with the def2-TZVPD basis set.

HOMO level in eV: -10.3
E_LUMO in eV: -6.108
Total charge: +1

Element x y z (Å)
1 Sn -0.523 -2.990 -0.085
2 F -0.714 -0.415 1.738
3 F -0.688 -0.912 -0.448
4 F 0.203 0.953 0.138
5 F 1.264 -0.901 0.685
6 O 0.206 2.862 -1.247
7 O -4.031 0.685 -1.778
8 O -2.039 0.850 0.673
9 O 1.865 3.049 -0.239
10 O -1.811 -1.980 1.699
11 O -1.007 0.641 3.204
12 O 1.751 -2.411 -0.474
13 O 0.010 -2.360 -1.968
14 O 2.301 -0.961 2.465
15 O 0.512 0.624 -1.510
16 O 0.937 1.462 2.310
17 C 2.230 1.899 1.940
18 C -2.795 -0.295 0.206
19 C -3.005 -0.217 -1.331
20 C 0.024 -0.020 -2.753
21 C 0.635 -1.469 -2.894
22 C 2.446 1.991 0.444
23 B -0.009 -0.324 0.560
24 H -4.868 0.450 -1.369
25 H 2.987 1.283 2.425
26 H -0.833 -0.285 3.375
27 H 0.301 0.606 -3.602
28 H 1.660 -1.633 -1.024
29 H 0.876 2.889 -0.564
30 H 1.722 -1.402 -2.949
31 H 2.434 2.882 2.364
32 H 2.689 -2.467 -0.291
33 H -2.726 -1.906 1.970
34 H 3.509 2.063 0.216
35 H -2.204 -1.194 0.383
36 H 0.087 0.126 -0.808
37 H 0.346 -1.801 -3.891
38 H -1.322 -1.513 2.376
39 H 0.300 -3.232 -2.245
40 H -0.862 0.743 2.263
41 H -1.061 0.030 -2.661
42 H -2.073 0.080 -1.812
43 H 2.364 3.851 -0.064
44 H 1.676 -0.824 1.754
45 H 2.200 1.026 0.001
46 H 0.691 0.710 1.765
47 H -0.357 2.128 -1.003
48 H -3.812 -0.352 0.593
49 H -1.278 0.491 1.136
50 H 3.082 -1.310 2.035
51 H -3.293 -1.197 -1.710

Results of the Mulliken charge analysis, in e, for atoms 1 through 8: number 1, Sn, carries 1.25; number 2, F, carries -0.11; number 3, F, carries -1.27; number 4, F, carries 0.24; number 5, F, carries -0.37; number 6, O, carries -1.02; number 7, O, carries -0.54; number 8, O, carries -0.75



Entry 8:
Computed, not measured: a molecular structure, C2H2N2O2S at a distorted geometry, with ωB97M-V with the def2-TZVPD basis set.

HOMO level in eV: -9.5
E_LUMO in eV: -0.547
Energy above the lowest of the compared OMol25 structures with the same formula, charge and spin in kcal per mole: 62.7
Total charge: 0

Element x y z (Å)
1 S -1.361 1.009 -0.868
2 O -0.245 -1.336 -1.641
3 O 1.063 -1.335 0.962
4 N -0.720 1.645 0.436
5 N -0.477 -0.583 -0.523
6 C 0.135 0.865 1.046
7 C 0.362 -0.423 0.564
8 H 0.604 1.211 1.888
9 H 0.640 -1.054 -1.865

Results of the Mulliken charge analysis, in e, for atoms 1 through 8: number 1, S, carries 0.15; number 2, O, carries -0.33; number 3, O, carries -0.59; number 4, N, carries -0.40; number 5, N, carries 0.01; number 6, C, carries -0.42; number 7, C, carries 0.73; number 8, H, carries 0.48



no.,energy (Eh)
1,-515.3290
2,-1367.2845
3,-360.5981
4,-2509.9020
5,-390.5437
6,-310.3472
7,-1710.5717
8,-735.4873